This record from OMol25 describes a 2-piece molecular cluster, C3H11NO overall in a non-equilibrium geometry. The level of theory is the ωB97M-V functional and the def2-TZVPD basis.

```
16
Properties=species:S:1:pos:R:3
C 0.641 0.974 -0.390
C -0.459 -0.107 -0.734
C 0.229 -1.436 -1.041
N -0.026 2.118 0.036
H 1.282 1.211 -1.239
H 1.325 0.480 0.327
H -1.068 0.183 -1.588
H -1.167 -0.163 0.096
H 0.707 -1.848 -0.137
H 1.008 -1.323 -1.793
H -0.497 -2.193 -1.366
H 0.390 3.039 -0.123
H -0.516 2.102 0.932
H -0.312 -0.586 1.746
H -0.833 -1.702 2.665
O -0.703 -0.748 2.610
```

## Properties
- net charge = +1
- E_HOMO (alpha / beta) (Eh) = -0.5608 / -0.5608
- 2S+1 = 2
- ⟨S²⟩ = 0.75
- LUMO (alpha / beta) (eV) = -3.586 / -8.903
- HOMO-LUMO gap (alpha / beta) (eV) = 11.67 / 6.36
- energy above the lowest of the compared OMol25 structures with the same formula, charge and spin (kcal/mol) = 25.2
- electronic energy (eV) = -6817.7701

Löwdin population analysis, charges in e, atoms 1 to 4: atom 1 (C): -0.18, atom 2 (C): -0.20, atom 3 (C): -0.08, atom 4 (N): 0.30